ORCA calculation (ωB97M-V/def2-TZVPD) on a 2-piece molecular cluster, CH3ClIOP overall.

```
8
Properties=species:S:1:pos:R:3:forces:R:3
C -0.068 0.724 -0.016 -0.1695 1.1288 -0.9604
O 1.093 -0.110 0.096 0.0441 0.6219 -0.4334
P 1.247 -1.538 -0.673 -1.1492 0.5211 -0.7936
Cl 2.733 -2.279 0.399 0.9268 -0.4454 0.6650
I -3.835 0.252 0.036 -0.0302 -0.0049 0.0105
H -0.858 0.435 -0.810 1.6597 0.5365 0.9852
H 0.183 1.848 0.040 0.1741 -1.7284 -1.2009
H -0.495 0.668 0.929 -1.4558 -0.6295 1.7276
```
Forces are in eV/Å.

Calculated values
2S+1 ... 3
Orbital gap (spin up / spin down) ... 8.29 / 6.66 eV
Total charge ... 0
Relative energy (zero: lowest compared OMol25 entry of this formula, charge and spin) ... 4.2 kJ/mol
<S²> ... 2.005
E_HOMO (spin up / spin down) ... -7.455 / -10.231 eV

---

ORCA calculation (ωB97M-V/def2-TZVPD) on a single CH3ClN2 molecule.

```
7
Properties=species:S:1:pos:R:3:forces:R:3
C 0.827 -0.522 -0.006 -1.8292 -3.1409 -0.7209
N -0.298 0.184 -0.077 1.8215 2.9354 2.0286
N -1.578 -0.107 0.149 -0.6547 1.2237 -1.3750
Cl 2.393 0.156 0.054 -0.2645 0.5154 -0.0270
H 0.843 -1.677 -0.085 -0.4261 2.2915 0.2531
H 0.056 1.210 0.097 -1.2446 -1.6769 -0.9310
H -2.244 0.756 -0.131 2.5976 -2.1481 0.7721
```
Forces are in eV/Å.

Calculated values
2S+1 ... 1
Orbital gap ... 8.74 eV
Total charge ... 0
Relative energy (zero: lowest compared OMol25 entry of this formula, charge and spin) ... 388.6 kJ/mol
E_HOMO ... -7.964 eV

---

ORCA calculation (ωB97M-V/def2-TZVPD) on a single CH3ClN2O2 molecule.

```
9
Properties=species:S:1:pos:R:3:forces:R:3
O -0.268 1.732 0.307 -0.6546 0.1133 0.9374
N -0.421 0.716 0.952 2.1750 -1.6694 -1.3540
O -0.915 0.516 2.024 -0.5414 0.6593 0.2778
C 0.272 -0.533 0.289 0.4512 0.2488 -3.0733
N 0.413 -0.428 -1.172 0.4158 1.1423 1.0340
Cl -1.146 -0.270 -1.921 0.4255 0.2049 -0.0561
H -0.265 -1.436 0.342 -1.1378 -0.7825 1.4202
H 1.323 -0.711 0.501 -0.0594 0.5570 1.3782
H 1.007 0.414 -1.322 -1.0744 -0.4739 -0.5641
```
Forces are in eV/Å.

Calculated values
2S+1 ... 1
Structure (SMILES) ... O=[N+]([O-])CNCl
Orbital gap ... 10.13 eV
Total charge ... 0
Relative energy (zero: lowest compared OMol25 entry of this formula, charge and spin) ... 201.6 kJ/mol
E_HOMO ... -10.175 eV

---

ORCA calculation (ωB97M-V/def2-TZVPD) on a single CH3ClN2O2 molecule.

```
9
Properties=species:S:1:pos:R:3:forces:R:3
O -1.742 -2.683 0.198 -0.3034 1.5553 2.8886
N -1.435 -1.461 0.602 -0.2729 -13.5859 5.0390
N -1.439 -0.662 -0.180 1.8620 11.2308 -7.5629
C -0.267 0.223 0.205 -3.9501 2.1373 1.1778
O -0.529 1.568 -0.084 -2.8057 -1.7854 2.4128
Cl 1.033 -0.219 -0.748 2.1740 -1.4521 -0.7121
H -0.872 -1.330 1.494 -0.8943 -0.9437 -0.1446
H -0.262 0.018 1.332 1.3757 0.9656 -1.1056
H 0.225 1.798 -0.526 2.8148 1.8781 -1.9930
```
Forces are in eV/Å.

Calculated values
2S+1 ... 1
Structure (SMILES) ... [O-]/[NH+]=N/[C@H](O)Cl
Orbital gap ... 10.24 eV
Total charge ... 0
Relative energy (zero: lowest compared OMol25 entry of this formula, charge and spin) ... 301.7 kJ/mol
E_HOMO ... -9.977 eV

---

ORCA calculation (ωB97M-V/def2-TZVPD) on a 2-piece molecular cluster, CH3ClN2O2 overall.

```
9
Properties=species:S:1:pos:R:3:forces:R:3
C -0.117 -0.301 0.310 2.3794 1.9897 -0.7949
N -1.109 -0.721 -0.617 0.5289 -1.0997 -0.5620
N -2.659 0.920 0.043 -0.1828 -2.5151 -0.1259
O -2.024 1.885 0.140 -0.1637 2.6632 0.3004
O -3.757 0.497 0.113 -0.9899 1.1326 0.1707
Cl -1.898 -2.067 0.018 0.0084 -0.1889 -0.2636
H 0.946 -0.656 -0.022 -1.8393 0.1775 0.8250
H -0.033 0.838 0.305 -0.0773 -1.4499 -0.4798
H -0.398 -0.513 1.315 0.3364 -0.7094 0.9301
```
Forces are in eV/Å.

Calculated values
2S+1 ... 3
Orbital gap (spin up / spin down) ... 9.30 / 8.71 eV
Total charge ... 0
Relative energy (zero: lowest compared OMol25 entry of this formula, charge and spin) ... 129.9 kJ/mol
<S²> ... 2.008
E_HOMO (spin up / spin down) ... -8.718 / -10.463 eV

---

ORCA calculation (ωB97M-V/def2-TZVPD) on a single CH3ClN2S molecule.

```
8
Properties=species:S:1:pos:R:3:forces:R:3
N -0.465 0.454 -1.292 -1.1683 0.4187 0.9469
N -0.195 0.417 0.116 0.8080 0.2864 -0.3122
C 0.326 -0.553 0.878 1.1632 4.6820 3.1142
S 1.180 0.387 2.698 -1.6639 -2.0462 -3.4716
Cl 0.463 -2.143 0.470 -0.2887 -0.3797 -0.5222
H 0.086 -0.229 -1.709 1.1695 -1.4339 -1.0690
H -1.443 0.266 -1.541 0.3823 0.0524 0.6750
H 0.048 1.401 0.380 -0.4021 -1.5797 0.6390
```
Forces are in eV/Å.

Calculated values
2S+1 ... 1
Structure (SMILES) ... NNC(=S)Cl
Orbital gap ... 7.74 eV
Total charge ... 0
Relative energy (zero: lowest compared OMol25 entry of this formula, charge and spin) ... 319.4 kJ/mol
E_HOMO ... -8.065 eV

---

ORCA calculation (ωB97M-V/def2-TZVPD) on a single CH3ClN4O2 molecule.

```
11
Properties=species:S:1:pos:R:3:forces:R:3
N -0.131 0.913 0.161 -3.4268 -1.5216 -0.0509
C 0.743 -0.108 0.113 -0.7834 0.1106 0.6876
N 1.970 0.241 0.156 0.2336 0.2135 -0.3242
Cl 3.189 -0.869 -0.144 0.1820 -0.8557 0.1115
N 0.216 -1.412 0.256 2.5532 -0.4102 0.1148
N -0.994 -1.940 0.010 -1.3645 2.0810 -1.6502
O -1.126 -3.080 0.255 0.1140 -2.7927 0.9101
O -1.858 -1.243 -0.497 0.0848 0.8164 0.2770
H 0.310 1.759 0.430 -0.1937 0.8918 0.0913
H -1.178 0.667 0.280 2.6451 0.9963 -0.1914
H 0.877 -2.175 0.408 -0.0442 0.4708 0.0245
```
Forces are in eV/Å.

Calculated values
2S+1 ... 1
Structure (SMILES) ... N/C(=N/Cl)N[N+](=O)[O-]
Orbital gap ... 9.30 eV
Total charge ... 0
Relative energy (zero: lowest compared OMol25 entry of this formula, charge and spin) ... 15.5 kJ/mol
E_HOMO ... -9.375 eV

---

ORCA calculation (ωB97M-V/def2-TZVPD) on an isolated ion of composition CH3ClO2PS and charge -1.

```
9
Properties=species:S:1:pos:R:3:forces:R:3
C -0.500 0.304 -1.400 1.2490 -0.0679 -3.8447
O 1.687 0.244 2.362 -1.4270 -0.6813 -2.5621
O -0.780 0.623 1.548 0.8459 -0.4863 -0.3809
P 0.540 -0.089 1.406 -0.8208 1.7727 4.5235
S 1.086 -0.023 -0.655 1.8657 -0.3753 -1.5161
Cl 0.183 -2.137 1.683 0.0800 -0.3936 -0.3428
H -0.730 -0.584 -2.139 0.6675 1.6689 1.2109
H -0.218 1.252 -2.090 -0.8874 -1.9756 1.3763
H -1.268 0.411 -0.714 -1.5729 0.5385 1.5359
```
Forces are in eV/Å.

Calculated values
2S+1 ... 3
Orbital gap (spin up / spin down) ... 3.78 / 6.21 eV
Total charge ... -1
Relative energy (zero: lowest compared OMol25 entry of this formula, charge and spin) ... 102.9 kJ/mol
<S²> ... 2.004
E_HOMO (spin up / spin down) ... -0.274 / -6.239 eV

---

ORCA calculation (ωB97M-V/def2-TZVPD) on CH3ClOS as an isolated structure.

```
7
Properties=species:S:1:pos:R:3:forces:R:3
C 0.825 -0.056 0.280 -0.5510 -0.3439 0.1446
H -3.253 0.366 -1.145 -0.4978 -0.2423 -0.2102
H 2.639 0.495 0.243 -0.0438 -0.0072 0.0783
H 0.789 0.289 -0.760 0.0052 -0.0920 0.0842
O 2.014 0.097 0.865 0.2119 0.1892 -0.0552
S -0.459 -0.690 1.022 2.4630 -0.2778 1.3515
Cl -2.555 -0.501 -0.505 -1.5874 0.7739 -1.3932
```
Forces are in eV/Å.

Calculated values
2S+1 ... 1
Orbital gap ... 8.67 eV
Total charge ... 0
Relative energy (zero: lowest compared OMol25 entry of this formula, charge and spin) ... 66.3 kJ/mol
E_HOMO ... -8.261 eV

---

ORCA calculation (ωB97M-V/def2-TZVPD) on CH3ClOS2 as an isolated structure.

```
8
Properties=species:S:1:pos:R:3:forces:R:3
C 1.240 -0.024 -0.204 1.8594 -2.2884 -1.9981
O -0.866 0.866 1.342 -1.8358 0.1038 -1.9378
S -0.089 0.226 -1.317 -1.5984 0.4327 -0.6429
S -1.593 0.787 0.038 1.1748 -1.9612 1.9133
Cl -2.998 -1.467 0.121 1.1605 1.7871 -0.0860
H 1.411 -1.198 -0.188 0.5259 2.5307 -0.4528
H 0.829 0.103 0.735 -0.3097 1.0063 2.2731
H 2.067 0.706 -0.527 -0.9766 -1.6110 0.9313
```
Forces are in eV/Å.

Calculated values
2S+1 ... 1
Orbital gap (spin up / spin down) ... 7.50 / 7.50 eV
Total charge ... 0
Relative energy (zero: lowest compared OMol25 entry of this formula, charge and spin) ... 153.7 kJ/mol
E_HOMO (spin up / spin down) ... -9.848 / -9.846 eV

---

ORCA calculation (ωB97M-V/def2-TZVPD) on CH3DyMgO2 as an isolated structure.

```
8
Properties=species:S:1:pos:R:3:forces:R:3
O 1.238 0.059 -0.257 2.7450 -3.1984 1.7713
Mg -0.348 0.911 -0.574 -0.9861 -0.5094 0.9020
O -2.066 0.835 0.084 1.2933 0.3441 -0.7366
C -3.336 0.301 -0.009 -0.8671 -0.3331 0.2933
Dy 2.634 -1.786 0.826 -2.7146 3.4985 -2.0749
H -3.419 -0.536 -0.730 0.0850 0.2577 0.1576
H -3.644 -0.098 0.978 0.0436 0.0733 -0.3268
H -4.112 1.042 -0.287 0.4009 -0.1327 0.0142
```
Forces are in eV/Å.

Calculated values
2S+1 ... 7
Orbital gap (spin up / spin down) ... 5.15 / 4.62 eV
Total charge ... +1
<S²> ... 12.645
E_HOMO (spin up / spin down) ... -11.382 / -11.380 eV

---

ORCA calculation (ωB97M-V/def2-TZVPD) on a 2-piece molecular cluster, CH3F overall.

```
5
Properties=species:S:1:pos:R:3:forces:R:3
C 0.184 -0.001 -0.084 -3.2244 -0.4047 1.0621
F 0.824 0.654 0.916 -0.5315 1.1605 -0.8409
H 0.510 -0.992 0.124 -0.5402 -1.1605 -0.7783
H -1.698 -0.019 0.171 3.8642 0.0471 -0.3652
H 0.179 0.358 -1.126 0.4319 0.3577 0.9223
```
Forces are in eV/Å.

Calculated values
2S+1 ... 1
Orbital gap ... 10.30 eV
Total charge ... 0
Relative energy (zero: lowest compared OMol25 entry of this formula, charge and spin) ... 316.4 kJ/mol
E_HOMO ... -10.065 eV

---

ORCA calculation (ωB97M-V/def2-TZVPD) on a 2-piece molecular cluster, CH3F2N3 overall.

```
9
Properties=species:S:1:pos:R:3:forces:R:3
N -1.322 0.316 -0.478 0.5636 0.2003 0.1731
C -1.120 -0.822 -0.182 -0.7555 3.0020 -0.6714
N -0.847 -1.948 -0.491 -0.7744 -1.9624 -2.3051
F -0.216 -2.813 0.246 1.3881 -1.8457 2.1485
H -1.840 1.134 -0.587 -1.2150 0.5048 0.3610
N 1.165 0.609 0.491 0.7666 -0.6896 -2.7865
F 2.111 1.195 -0.471 -0.3156 -0.6717 -0.9266
H 0.418 1.242 0.332 -1.2859 0.3358 -0.4014
H 1.652 1.086 1.141 1.6281 1.1266 4.4083
```
Forces are in eV/Å.

Calculated values
2S+1 ... 1
Structure (SMILES) ... N=C=NF.NF
Orbital gap ... 10.03 eV
Total charge ... 0
Relative energy (zero: lowest compared OMol25 entry of this formula, charge and spin) ... 382.7 kJ/mol
E_HOMO ... -9.710 eV

---

ORCA calculation (ωB97M-V/def2-TZVPD) on a 3-piece molecular cluster, CH3F2N3 overall.

```
9
Properties=species:S:1:pos:R:3:forces:R:3
C 0.355 -0.443 -0.023 1.7809 -1.0995 0.1826
N 2.413 -0.175 0.183 -1.9355 0.3433 -0.2647
N -0.068 0.793 -0.104 1.1096 1.8197 -0.5809
N -0.136 -1.552 0.115 -0.2171 -2.1670 -0.7421
F 2.988 -1.351 0.012 -0.1034 -0.4062 -0.0579
F -2.051 -1.504 -0.036 0.0477 0.0879 -0.0220
H 0.682 1.488 -0.372 -1.5700 -1.0481 0.6938
H -1.061 1.052 -0.172 0.7509 -0.5672 -0.0258
H -0.055 -2.595 -0.157 0.1369 3.0370 0.8170
```
Forces are in eV/Å.

Calculated values
2S+1 ... 1
Orbital gap (spin up / spin down) ... 8.12 / 8.27 eV
Total charge ... 0
Relative energy (zero: lowest compared OMol25 entry of this formula, charge and spin) ... 479.6 kJ/mol
E_HOMO (spin up / spin down) ... -9.661 / -9.075 eV

---

ORCA calculation (ωB97M-V/def2-TZVPD) on a 2-piece molecular cluster, CH3F2NO overall.

```
8
Properties=species:S:1:pos:R:3:forces:R:3
O -3.291 0.647 -1.232 0.1090 1.5078 -0.6691
C -3.566 0.080 -0.262 0.4701 -1.7185 0.7825
F -3.918 -1.183 -0.246 -0.5185 -0.4773 0.1006
F -3.455 0.438 1.002 -0.0829 0.6619 -0.2467
N -0.045 -0.236 -0.064 4.7791 -1.3075 -0.3823
H -0.863 0.023 0.319 -3.4505 1.0768 1.8807
H 0.669 -0.370 0.712 -1.3962 0.2401 -1.3371
H 0.279 0.550 -0.610 0.0898 0.0167 -0.1286
```
Forces are in eV/Å.

Calculated values
2S+1 ... 1
Structure (SMILES) ... O=C(F)F.N
Orbital gap ... 10.97 eV
Total charge ... 0
Relative energy (zero: lowest compared OMol25 entry of this formula, charge and spin) ... 105.3 kJ/mol
E_HOMO ... -10.315 eV

---

ORCA calculation (ωB97M-V/def2-TZVPD) on a 2-piece molecular cluster, CH3F2O2P overall.

```
9
Properties=species:S:1:pos:R:3:forces:R:3
O 1.039 1.396 0.825 -0.6291 -1.0298 0.9373
P 0.881 2.593 -0.188 -0.4388 -1.8261 -1.7676
F 1.612 1.813 -1.414 0.1835 0.9478 0.1144
F -0.575 2.245 -0.840 0.3949 0.5437 0.6753
H 0.718 0.476 0.603 0.4971 1.1337 0.0527
C -0.947 -2.055 0.244 -2.3222 -4.2494 0.4298
O 0.120 -1.830 0.653 3.5463 2.6122 0.7388
H -1.325 -3.044 0.645 -0.8897 0.6736 -0.5052
H -1.523 -1.594 -0.528 -0.3421 1.1943 -0.6756
```
Forces are in eV/Å.

Calculated values
2S+1 ... 1
Structure (SMILES) ... OP(F)F.C=O
Orbital gap ... 11.25 eV
Total charge ... 0
Relative energy (zero: lowest compared OMol25 entry of this formula, charge and spin) ... 178.6 kJ/mol
E_HOMO ... -10.645 eV

---

ORCA calculation (ωB97M-V/def2-TZVPD) on a 2-piece molecular cluster, CH3F2OP overall.

```
8
Properties=species:S:1:pos:R:3:forces:R:3
C 1.242 0.681 0.186 -0.9162 1.1137 0.5498
O 0.549 -0.250 -0.528 -4.2843 -1.9266 -0.4547
F -2.019 -1.758 0.778 0.4406 0.9377 -0.3844
F -2.244 -1.020 -1.443 0.4399 0.6307 0.8870
P -1.831 -0.405 -0.038 2.7384 -1.0653 -1.1662
H 0.544 1.118 0.995 1.5926 -0.0669 -0.8341
H 1.632 1.424 -0.527 -0.3577 0.5512 0.4393
H 2.128 0.209 0.577 0.3466 -0.1743 0.9632
```
Forces are in eV/Å.

Calculated values
2S+1 ... 1
Orbital gap (spin up / spin down) ... 8.01 / 8.01 eV
Total charge ... 0
Relative energy (zero: lowest compared OMol25 entry of this formula, charge and spin) ... 299.7 kJ/mol
E_HOMO (spin up / spin down) ... -9.207 / -9.209 eV

---

ORCA calculation (ωB97M-V/def2-TZVPD) on a 2-piece molecular cluster, CH3F2OP overall.

```
8
Properties=species:S:1:pos:R:3:forces:R:3
C -1.646 0.056 -0.520 1.8585 0.9831 0.5515
O 0.765 -1.007 -0.167 -2.2420 -1.5145 -0.4030
F -2.238 -0.469 0.489 -1.2381 -1.2426 0.0604
F -1.014 1.127 -0.127 0.3274 1.4997 0.3555
P 1.401 0.224 0.372 1.2703 0.5968 -0.2307
H -1.654 0.023 -1.570 -1.0901 -1.1730 -0.9803
H 1.749 0.080 1.712 -0.0925 -0.0207 0.8255
H 2.637 -0.035 -0.189 1.2064 0.8712 -0.1789
```
Forces are in eV/Å.

Calculated values
2S+1 ... 1
Orbital gap (spin up / spin down) ... 6.43 / 9.93 eV
Total charge ... 0
Relative energy (zero: lowest compared OMol25 entry of this formula, charge and spin) ... 625.6 kJ/mol
E_HOMO (spin up / spin down) ... -7.884 / -9.007 eV

---

ORCA calculation (ωB97M-V/def2-TZVPD) on a 2-piece molecular cluster, CH3F2OPS overall.

```
9
Properties=species:S:1:pos:R:3:forces:R:3
C -1.314 0.275 -0.354 0.6554 -1.9964 3.0448
O 0.077 0.612 -0.147 2.9446 0.5980 0.4861
F 1.624 0.198 1.867 -0.7908 -0.8574 -2.4005
F -0.286 -2.374 -0.119 1.1396 1.4447 0.4261
P 1.461 0.028 0.259 -0.8854 1.5722 0.8085
S 3.091 0.647 -0.604 -1.6270 -1.2282 0.5571
H -1.871 0.803 0.412 -0.0174 0.3513 -0.0277
H -1.226 -0.808 0.004 -1.0636 0.4322 -1.6415
H -1.556 0.619 -1.317 -0.3552 -0.3165 -1.2530
```
Forces are in eV/Å.

Calculated values
2S+1 ... 1
Orbital gap (spin up / spin down) ... 6.58 / 6.58 eV
Total charge ... 0
Relative energy (zero: lowest compared OMol25 entry of this formula, charge and spin) ... 489.4 kJ/mol
E_HOMO (spin up / spin down) ... -10.290 / -10.290 eV

---

ORCA calculation (ωB97M-V/def2-TZVPD) on CH3F2PS as an isolated structure.

```
8
Properties=species:S:1:pos:R:3:forces:R:3
C -0.891 0.465 0.411 2.2752 -0.0759 -1.1605
F -0.089 -1.886 -1.255 -0.2768 0.7898 0.9906
F -1.493 1.718 -0.024 1.1033 -2.1401 0.5477
P 0.195 -0.369 -0.813 0.2041 0.7175 -0.0025
S 0.470 0.644 1.677 -0.9129 0.8312 -0.8763
H 0.220 0.089 -2.145 -0.1602 0.3432 0.1030
H 1.619 -0.512 -0.436 -1.6259 -0.0556 -0.4130
H -0.031 -0.150 2.584 -0.6067 -0.4101 0.8110
```
Forces are in eV/Å.

Calculated values
2S+1 ... 1
Orbital gap ... 8.60 eV
Total charge ... 0
Relative energy (zero: lowest compared OMol25 entry of this formula, charge and spin) ... 437.8 kJ/mol
E_HOMO ... -8.624 eV